The following is a quantum chemistry calculation of the molecule C3H8N2O, from OMol25.

Geometry (Å):
C -2.39509 0.57490 0.23282
N -1.15636 -0.23818 0.45073
C -0.09005 -0.16068 -0.39539
O -0.16430 0.20121 -1.56106
N 1.07491 -0.48870 0.24436
C 2.34076 -0.19039 -0.37121
H -2.61874 1.11171 1.18432
H -2.65844 -0.43210 -0.16543
H -2.18015 1.35791 -0.50637
H -1.17600 -0.86083 1.24158
H 1.02451 -0.49855 1.25086
H 2.58650 0.88143 -0.34299
H 3.11488 -0.75296 0.15193
H 2.29757 -0.50476 -1.41416

## Properties
HOMO level	-8.88	eV
relative energy (zero: lowest compared OMol25 entry of this formula, charge and spin)	194.9	kJ/mol
frontier orbital gap	9.7	eV
LUMO energy	0.8	eV
structure (SMILES)	CNC(=O)NC

---

The following is a quantum chemistry calculation of a structure of composition C7H10, from OMol25.

Geometry (Å):
C 2.17310 0.12991 0.64030
C 2.13511 0.08341 -0.70190
C 1.00237 -0.89541 0.78354
C 0.91219 -0.73711 -0.71089
C -0.25928 -0.14990 0.05783
C -1.69628 -0.82205 -0.21076
C -0.46737 1.34601 0.09738
H 2.64480 0.80950 1.41202
H 2.56690 0.44752 -1.68030
H 0.78540 -1.67559 1.38510
H 0.79951 -1.58849 -1.38314
H -1.98819 -0.31321 -1.06439
H -2.32229 -0.69716 0.56316
H -1.58534 -1.79720 -0.53229
H -0.29007 1.83774 -0.76957
H -0.13322 1.83021 1.02137
H -1.55057 1.44083 0.18199

## Properties
HOMO level	-8.51	eV
relative energy (zero: lowest compared OMol25 entry of this formula, charge and spin)	415.5	kJ/mol
frontier orbital gap	9.6	eV
LUMO energy	1.1	eV

---

The following is a quantum chemistry calculation of the ion C6H8N with charge +1, from OMol25.

Geometry (Å):
C -3.06460 -0.18156 -0.32999
N -2.15194 -0.49034 -1.00346
C -0.90784 -0.62784 -1.44768
C 0.08367 -0.52720 -0.25282
C 0.53814 -0.98353 0.91140
C 1.45814 -0.06224 0.24566
C 1.65228 1.26861 0.84554
H -3.95339 -0.03246 0.19158
H -0.70436 -1.61636 -1.88323
H -0.68661 0.17336 -2.15137
H 0.30816 -1.45088 1.76637
H 2.35180 -0.35270 -0.21954
H 2.26927 1.24441 1.66649
H 0.78954 1.54032 1.40259
H 2.01772 2.09841 0.25845

## Properties
HOMO level	-13.38	eV
relative energy (zero: lowest compared OMol25 entry of this formula, charge and spin)	609.2	kJ/mol
total charge	+1
frontier orbital gap	8.1	eV
LUMO energy	-5.3	eV
structure (SMILES)	C#[N+]CC1=C[C@@H]1C

---

The following is a quantum chemistry calculation of a cluster of 2 separate species, C2H5O3 in total, from OMol25.

Geometry (Å):
C 0.83786 -0.83257 1.00648
O -0.38018 -0.17543 1.15440
H 1.10839 -0.95696 -0.04707
H 1.64823 -0.29655 1.52380
H 0.76240 -1.82626 1.46857
O -0.02353 0.34664 -2.13880
C -0.85348 0.89220 -1.41761
O -0.65031 1.74152 -0.48318
H -1.92241 0.58263 -1.53956
H -0.52698 0.52478 0.47298

## Properties
HOMO level	-4.59	eV
relative energy (zero: lowest compared OMol25 entry of this formula, charge and spin)	101.6	kJ/mol
total charge	-1
frontier orbital gap	9.0	eV
LUMO energy	4.4	eV

---

The following is a quantum chemistry calculation of a structure of composition C6H26B2NaO6, from OMol25.

Geometry (Å):
Na -0.27983 0.63102 -1.54583
B 0.19861 -0.83777 -5.55429
H 0.07127 -1.50713 -6.39094
H -0.48549 -0.00642 -5.48271
H 0.14759 -1.39687 -4.63285
H 1.21909 -0.50033 -5.64921
B 3.81825 -3.31317 -1.52032
H 4.74377 -3.46267 -0.98618
H 3.02647 -3.05063 -0.83593
H 3.90213 -2.56757 -2.29575
H 3.52465 -4.26362 -1.93828
C -6.53718 -0.31777 2.02433
C -5.59592 -0.68401 0.78424
O -5.21205 0.44777 0.18720
O -5.71239 0.47108 2.84281
H -6.79102 -1.27337 2.48313
H -7.50652 0.10209 1.75563
H -6.13761 -1.28705 0.05553
H -4.76721 -1.31559 1.10431
H -5.85170 0.73649 -0.46786
H -5.41406 1.18628 2.27617
C -0.28004 -1.24618 4.73314
C -1.04317 -2.41828 5.34883
O -0.14595 -3.56990 5.47305
O 0.06413 -1.52490 3.35562
H 0.69960 -1.10731 5.19042
H -0.78666 -0.29107 4.87169
H -1.93923 -2.66098 4.77762
H -1.43334 -2.03177 6.29036
H 0.15511 -3.99818 4.66835
H 0.30673 -2.44297 3.21459
C 5.04200 4.29000 -2.14662
C 3.86687 3.64576 -2.87223
O 2.70351 4.07529 -2.16870
O 4.81794 5.66839 -1.86389
H 5.98460 4.27958 -2.69388
H 5.23876 3.84518 -1.17117
H 4.13929 2.61987 -3.12015
H 3.87285 4.08688 -3.86896
H 3.15995 4.77080 -1.68959
H 5.21618 6.21921 -2.54182

## Properties
HOMO level	-4.21	eV
total charge	-1
frontier orbital gap	4.3	eV
LUMO energy	0.1	eV

---

The following is a quantum chemistry calculation of a cluster of 7 separate species, C59H95BN8O3 in total, from OMol25.

Geometry (Å):
B -1.95208 0.63233 -0.33386
H -2.75284 0.12293 0.17950
H -0.98811 0.15044 -0.28110
H -2.12082 0.72439 -1.39560
H -1.79700 1.59505 0.12806
C 6.62442 -1.50998 2.59556
C 5.26111 -0.97465 2.11486
C 4.21637 -0.43334 3.17905
C 2.76814 -0.45430 2.66881
N 1.78265 0.41270 3.53049
C 0.33133 0.44731 2.89324
C 0.00868 1.92556 2.51675
C 0.98596 2.78070 3.39871
C 2.22597 1.88561 3.47669
C 1.77729 -0.07708 5.02799
C 1.17552 -1.49057 5.23539
C 1.41951 -2.04485 6.60522
H 6.72472 -1.05502 3.58098
H 7.42785 -1.28391 1.89450
H 6.47523 -2.57104 2.79552
H 4.79798 -1.76850 1.52884
H 5.36288 -0.16679 1.39021
H 4.58452 0.55147 3.46663
H 4.37419 -0.95581 4.12256
H 2.28757 -1.43224 2.64084
H 2.65737 0.02419 1.69573
H -0.33856 0.16250 3.70456
H 0.13004 -0.29150 2.11752
H -1.05648 2.03563 2.72029
H 0.19700 2.10247 1.45782
H 0.58963 2.79446 4.41401
H 1.13900 3.80460 3.05768
H 2.99820 2.17394 4.18986
H 2.64975 1.90956 2.47273
H 1.21674 0.64815 5.61783
H 2.80251 0.05025 5.37557
H 1.57353 -2.27429 4.59081
H 0.10121 -1.46560 5.05279
H 2.47618 -2.05502 6.87252
H 1.03800 -3.02673 6.88535
H 0.81852 -1.47285 7.31214
C -5.13598 3.94730 -0.70857
C -6.25143 2.86022 -0.75429
C -5.66754 1.34284 -0.60240
C -6.55138 0.16710 -1.17771
N -5.88580 -1.24754 -0.87060
C -6.91768 -2.35517 -1.30203
C -6.07652 -3.62360 -1.57565
C -4.68849 -3.09478 -1.92331
C -4.76898 -1.57516 -1.87068
C -5.44686 -1.41027 0.61295
C -6.66520 -0.99378 1.60814
C -6.58021 -1.51647 3.02547
H -4.59183 4.05857 0.22931
H -5.63606 4.85604 -1.04356
H -4.33571 3.82843 -1.43900
H -6.76830 2.97764 -1.70674
H -7.06746 3.06282 -0.06064
H -5.37980 1.28186 0.44716
H -4.66956 1.32899 -1.04051
H -6.85465 0.21710 -2.22348
H -7.45855 0.15934 -0.57349
H -7.56216 -2.58018 -0.45226
H -7.53852 -2.01376 -2.13035
H -6.09224 -4.35962 -0.77183
H -6.50041 -4.17275 -2.41640
H -3.94698 -3.37518 -1.17522
H -4.47287 -3.58288 -2.87377
H -3.85800 -1.09716 -1.51051
H -4.93649 -1.11945 -2.84658
H -4.44632 -0.99617 0.73760
H -5.32679 -2.49288 0.65340
H -7.61941 -1.29978 1.17926
H -6.68424 0.08838 1.73728
H -7.60219 -1.69202 3.36140
H -6.13953 -0.98705 3.87022
H -6.11467 -2.49997 3.08952
C -3.98272 -2.31527 5.67436
N -2.98775 -2.59195 4.63393
C -2.13166 -3.64203 4.82143
C -1.15349 -3.93799 3.87445
C -1.18080 -3.24394 2.60953
C -2.01441 -2.13390 2.46254
C -2.88893 -1.78803 3.52900
C -0.19888 -3.56870 1.53629
C -0.62477 -3.60799 0.18392
C 0.24449 -3.86508 -0.89538
N 1.52701 -4.22629 -0.55774
C 1.90219 -4.31828 0.72152
C 1.11059 -4.02091 1.75404
C 2.39583 -4.58449 -1.69510
H -3.76037 -2.81920 6.61496
H -4.89595 -2.67257 5.19850
H -4.13712 -1.24812 5.83393
H -2.12723 -4.10264 5.79827
H -0.48039 -4.76161 4.06154
H -2.02270 -1.56582 1.54406
H -3.40507 -0.83980 3.55841
H -1.62733 -3.27262 -0.03700
H -0.10874 -3.69826 -1.90226
H 2.93866 -4.56086 0.90397
H 1.50750 -4.02967 2.75843
H 2.77140 -5.59531 -1.53608
H 3.20459 -3.85847 -1.61209
H 1.87205 -4.32212 -2.61430
C 7.86950 1.27185 0.25741
N 6.50933 1.87796 0.11594
C 6.16100 2.72049 1.11063
C 4.92114 3.27972 1.15904
C 4.00595 3.04155 0.13456
C 4.38440 2.12707 -0.88196
C 5.69360 1.61187 -0.90759
C 2.59009 3.64296 0.01480
C 2.21503 4.90794 0.58596
C 0.89280 5.34517 0.44565
N -0.09100 4.61851 -0.19939
C 0.24448 3.40666 -0.71303
C 1.50154 2.88819 -0.50537
C -1.51737 5.02456 -0.08185
H 8.27551 1.57311 1.22307
H 8.38411 1.66303 -0.62023
H 7.90330 0.18305 0.21915
H 6.86040 2.93430 1.90532
H 4.76191 3.89973 2.02889
H 3.67392 1.71254 -1.58179
H 6.02212 0.88333 -1.63403
H 2.91969 5.64261 0.94669
H 0.57697 6.34220 0.71508
H -0.57106 2.79600 -1.07133
H 1.70467 1.87818 -0.82943
H -1.90049 4.42225 0.74188
H -1.98663 4.90900 -1.05886
H -1.51319 6.08080 0.18731
C 6.43097 -0.30657 -7.78279
N 5.11735 0.27058 -7.36694
C 4.89874 0.59009 -6.07949
C 3.66413 0.87161 -5.59584
C 2.55255 0.92553 -6.51355
C 2.74844 0.62364 -7.88003
C 4.05200 0.24425 -8.30408
C 1.23328 1.16696 -5.89769
C 0.38930 2.22775 -6.25330
C -0.87161 2.41447 -5.71856
N -1.31588 1.55800 -4.75384
C -0.48238 0.59097 -4.25009
C 0.78127 0.41265 -4.84467
C -2.60856 1.85908 -4.08413
H 6.62493 0.04571 -8.79589
H 6.41616 -1.39623 -7.80574
H 7.29065 0.00165 -7.18776
H 5.65787 0.28578 -5.37414
H 3.48989 1.08979 -4.55255
H 1.84232 0.60195 -8.46728
H 4.31705 -0.11895 -9.28603
H 0.67616 2.91792 -7.03291
H -1.46928 3.28641 -5.93975
H -0.85858 -0.04554 -3.46286
H 1.32185 -0.43588 -4.45202
H -2.41601 2.49545 -3.22038
H -3.08029 0.93475 -3.75068
H -3.24557 2.36570 -4.80915
O 0.90400 -0.32702 -1.77361
C 2.12636 -0.79399 -1.61578
O 2.52206 -1.21207 -0.52389
O 2.92023 -0.73467 -2.55738
H 0.37826 -0.12447 -0.99633

## Properties
HOMO level	-19.73	eV
total charge	+6
frontier orbital gap	5.9	eV
LUMO energy	-13.8	eV

---

The following is a quantum chemistry calculation of a cluster of 2 separate species, C4H14N2O in total, from OMol25.

Geometry (Å):
C -0.91612 0.31671 0.37652
C 0.28394 -0.09480 -0.48869
C 0.94407 1.15371 -1.09100
N 1.32300 -0.86454 0.22705
C 0.99466 -2.25984 0.53376
N 0.17116 -2.64761 1.66907
H -1.10762 -0.37274 1.18876
H -1.81587 0.61995 -0.14276
H -0.53398 1.15874 0.97594
H -0.01894 -0.72554 -1.32397
H 1.92871 0.90766 -1.44522
H 0.95576 2.01319 -0.43140
H 0.37671 1.41097 -1.99167
H 1.49706 -0.31687 1.07032
H 1.92890 -2.80310 0.50851
H 0.47341 -2.57034 -0.38167
H 0.76811 -2.69488 2.49919
H -0.44242 -1.89172 1.94683
O -2.29363 2.94339 -1.49101
H -1.76127 3.73742 -1.56496
H -2.75563 2.98027 -0.64359

## Properties
HOMO level	-8.67	eV
relative energy (zero: lowest compared OMol25 entry of this formula, charge and spin)	142.8	kJ/mol
frontier orbital gap	9.4	eV
LUMO energy	0.8	eV
structure (SMILES)	CC(C)NCN.O